1.
Entry from OMol25: C21H25N7S2 in the gas phase in a non-equilibrium geometry (wB97M-V/def2-TZVPD).

```
55
Properties=species:S:1:pos:R:3:forces:R:3:nbo_charge:R:1
N -4.462 -0.281 -2.223 -1.035 0.879 0.156 -0.06
C -1.848 -1.066 0.151 0.224 -0.194 0.061 -0.08
C -2.231 3.831 -0.451 -0.049 0.200 0.033 -0.25
N 3.777 0.407 0.770 -0.566 0.057 0.649 -0.53
C -3.337 4.570 -0.193 -0.321 -0.042 0.092 -0.40
C -3.345 -2.817 2.357 -0.006 -0.086 -0.225 -0.61
N -3.901 -0.115 -1.020 0.936 -1.103 -0.267 -0.19
C -2.804 -0.915 -0.985 -0.727 0.413 -0.003 0.35
N -0.655 -0.300 -0.177 0.030 -0.006 0.096 -0.46
H -3.781 -2.984 0.252 -0.030 -0.097 -0.058 0.20
C 1.308 -1.668 -0.907 -0.243 0.115 -0.247 -0.23
H -1.262 4.254 -0.646 0.158 0.120 -0.039 0.23
C 0.151 -0.734 -1.301 0.142 -0.204 -0.173 -0.25
H 0.582 0.167 -1.757 0.040 -0.080 -0.079 0.20
N -3.762 -1.115 -2.864 -0.256 -0.221 -0.922 -0.06
C 1.302 -0.744 1.320 -0.183 0.247 0.289 -0.23
N 2.091 -1.069 0.149 -0.291 -0.230 0.127 -0.43
H -5.510 0.898 -0.270 0.132 -0.146 0.079 0.25
H -3.559 -1.753 2.430 -0.038 0.130 0.081 0.19
C 6.960 2.212 0.389 0.053 0.053 0.039 -0.21
C -2.965 -3.223 0.937 0.162 0.013 0.089 -0.40
H 8.207 2.159 -1.352 0.077 0.031 -0.032 0.21
C 6.467 0.951 -1.607 0.014 -0.001 -0.055 -0.24
C 7.293 1.806 -0.898 0.120 0.023 -0.109 -0.23
H -0.492 -1.221 -2.034 0.130 0.084 -0.031 0.25
H 6.720 0.631 -2.606 0.074 -0.002 -0.103 0.22
C 4.954 0.918 0.305 0.510 0.003 -0.706 0.10
H 0.927 -2.624 -0.540 0.038 0.009 -0.096 0.20
H -3.433 5.636 -0.139 0.036 0.234 -0.004 0.24
C -1.672 -2.570 0.442 -0.272 0.076 0.050 -0.42
C 0.154 0.195 0.918 0.178 -0.088 0.136 -0.23
H 1.951 -0.256 2.046 -0.079 -0.101 -0.009 0.25
C 5.307 0.516 -1.001 -0.153 0.033 0.285 -0.14
H -2.538 -3.050 3.049 0.064 0.005 0.122 0.20
H 7.621 2.879 0.923 0.053 0.052 0.040 0.21
H -4.314 0.387 0.944 -0.079 -0.012 -0.199 0.22
H -0.483 0.400 1.779 -0.013 0.059 0.010 0.21
C -4.441 0.807 -0.061 -0.200 0.351 0.284 -0.24
H 5.534 2.087 1.996 -0.027 0.039 0.116 0.22
C 5.799 1.778 0.998 -0.087 -0.064 -0.014 -0.21
C -3.787 2.151 -0.165 -0.261 0.361 0.098 -0.23
N -2.732 -1.534 -2.142 0.718 -0.380 0.698 -0.33
H -1.363 -3.061 -0.481 0.121 0.013 0.009 0.23
S -4.724 3.590 0.069 0.553 -0.243 -0.125 0.44
H -4.233 -3.358 2.675 -0.081 0.009 0.106 0.22
H 0.919 -1.678 1.741 0.023 0.062 0.024 0.19
H 0.603 1.141 0.589 0.018 0.015 0.117 0.20
H -1.735 1.692 -0.617 0.122 -0.223 -0.046 0.25
H -2.830 -4.306 0.911 -0.071 0.000 -0.078 0.21
C 3.211 -0.366 -0.087 0.678 -0.064 -0.620 0.33
H -0.897 -2.705 1.198 0.075 -0.003 -0.037 0.20
H 1.941 -1.856 -1.775 -0.057 -0.099 0.023 0.22
C -2.486 2.440 -0.435 -0.232 -0.097 0.043 -0.26
H -2.279 -0.578 1.033 0.002 -0.044 -0.071 0.21
S 4.082 -0.552 -1.640 -0.126 0.145 0.396 0.28
```
Forces are in eV/Å.

Properties
* HOMO-LUMO gap: 0.3015 hartree
* E_tot: -54283.2931 eV
* SMILES string: CCC[C@H](c1nnnn1Cc1cccs1)N1CCN(c2nc3ccccc3s2)CC1
* molar mass: 439.6 g/mol
* E_HOMO: -7.727 eV

***

2.
Entry from OMol25: a molecular structure, C21H25NO3 in a non-equilibrium geometry (wB97M-V/def2-TZVPD).

```
50
Properties=species:S:1:pos:R:3:forces:R:3:nbo_charge:R:1
C 1.222 1.858 1.336 2.435 -3.918 1.746 -0.18
C -2.078 -0.521 1.382 -13.986 -3.072 -7.342 -0.31
C 0.648 -0.588 -2.439 0.832 13.513 6.097 -0.28
O -1.168 1.031 4.215 5.055 -0.687 -2.364 -0.53
C -1.874 1.486 -0.437 13.385 3.285 1.341 -0.06
H 0.542 -3.566 -5.135 0.306 0.790 0.800 0.20
H 0.047 0.116 -0.080 4.132 -0.218 2.918 0.20
H -0.346 0.575 6.136 -1.433 -1.370 -1.291 0.19
C 1.392 0.340 3.675 -6.948 -2.521 5.749 -0.27
C 3.187 -1.147 -3.170 4.928 -10.932 -6.646 -0.22
H -1.386 -1.802 -0.221 0.795 -2.690 0.367 0.20
H -3.885 0.457 0.864 -0.277 0.685 -0.143 0.21
H 0.774 -4.394 -3.525 0.458 0.026 0.626 0.19
N -2.270 1.758 0.810 4.083 8.085 1.628 -0.48
C -1.110 2.505 1.814 -0.146 -1.036 -7.396 -0.21
C 2.438 0.152 2.841 1.653 -0.512 1.003 -0.25
H -1.633 2.707 2.604 -3.072 1.517 4.469 0.21
C -2.957 0.799 1.316 -1.001 -6.826 9.563 -0.19
H 4.344 -1.224 -3.516 -2.742 -0.609 0.846 0.21
C 0.799 -1.442 -3.265 6.406 -15.475 -6.700 0.37
C 2.498 0.828 1.729 -8.574 4.349 -0.802 -0.15
H 2.395 -2.819 -4.055 2.027 -8.953 -7.070 0.16
C -0.656 -0.193 -2.088 -7.685 3.786 0.817 0.60
C -1.987 -0.977 -0.074 7.134 2.714 2.671 -0.40
H 3.793 0.750 -2.195 -1.363 -2.787 -1.368 0.20
H -2.111 0.296 5.599 -1.487 0.091 1.802 0.20
H -3.041 0.873 2.658 -0.715 0.657 -4.002 0.19
H -3.058 -1.527 1.641 2.582 2.829 0.401 0.13
H -1.083 -0.770 5.054 1.278 -6.065 -1.629 0.17
C 2.967 -0.108 -2.545 -0.589 14.401 7.015 -0.23
C 0.079 1.776 2.092 1.947 -2.995 3.260 -0.12
H -2.757 -1.107 -0.711 -2.961 0.651 -1.750 0.22
C 0.264 -3.626 -4.067 -7.403 -0.315 -0.812 -0.27
H -2.582 1.260 -0.994 -6.227 -1.665 -5.758 0.17
C -0.815 0.124 -0.537 -9.132 0.426 -6.600 -0.34
H -1.068 -4.053 -4.229 4.305 0.661 0.455 0.19
H -0.685 3.359 1.250 -1.417 0.044 0.042 0.21
H 1.211 2.418 0.398 0.301 -0.057 0.361 0.21
H -1.389 -0.714 1.953 7.548 -1.395 5.829 0.17
C 2.233 -2.143 -3.494 -3.360 15.013 7.196 -0.18
H 1.647 1.326 -1.594 -0.309 0.543 0.231 0.22
C 0.113 0.969 3.392 1.065 0.810 -1.150 0.33
C -1.106 0.141 5.361 0.639 7.531 1.470 -0.24
O -1.720 0.060 -2.872 5.796 -1.794 3.408 -0.59
H 1.353 -0.416 4.720 0.280 2.512 -3.048 0.21
O -0.147 -2.422 -3.312 0.102 -1.611 -2.336 -0.51
C 1.752 0.454 -2.187 -1.343 -5.495 -0.566 -0.10
H 3.293 -0.381 3.231 0.091 -0.217 -0.186 0.23
H -1.019 2.491 -0.828 -3.119 -2.698 0.614 0.13
H 3.263 1.119 1.246 5.724 0.992 -3.763 0.19
```
Forces are in eV/Å.

Properties
* HOMO-LUMO gap: 0.2760 hartree
* E_tot: -29793.6932 eV
* ΔE to the lowest compared entry with this formula, charge and spin: 543.0 kcal/mol
* molar mass: 339.4 g/mol
* E_HOMO: -7.533 eV

***

3.
Entry from OMol25: C21H25NO5 in the gas phase (wB97M-V/def2-TZVPD).

```
52
Properties=species:S:1:pos:R:3:forces:R:3:nbo_charge:R:1
H 0.100 -2.721 4.185 -0.036 0.183 0.032 0.23
H 4.270 3.889 -0.561 -0.010 0.039 0.001 0.16
C -4.996 -1.475 -4.796 -0.072 0.068 -0.219 -0.25
H 1.356 1.603 -1.075 0.010 -0.014 0.156 0.19
C -0.284 -1.694 4.159 0.205 -0.202 0.501 -0.18
C 1.409 -1.431 1.670 0.124 0.201 -0.099 -0.26
H -5.504 -0.505 -4.784 0.034 -0.033 -0.003 0.18
H 2.096 2.722 2.581 0.019 0.111 -0.029 0.21
H 1.800 -2.343 -0.840 -0.019 -0.044 -0.039 0.24
O 1.210 -0.078 5.075 -0.058 -0.113 0.104 -0.56
H -4.175 -1.448 -5.520 -0.031 0.014 0.033 0.18
O -4.543 -1.837 -3.514 0.141 -0.040 0.307 -0.49
C 2.061 2.249 -0.545 0.038 -0.187 0.099 -0.06
H -3.391 0.478 -4.405 -0.053 -0.002 -0.087 0.22
H -5.706 -2.248 -5.086 0.046 0.082 -0.024 0.20
H -3.678 -2.360 -1.231 -0.074 -0.143 0.058 0.22
C 3.110 1.371 0.172 -0.023 0.534 -0.445 -0.24
H -1.787 1.777 -3.105 0.028 0.069 -0.029 0.22
H 0.995 -2.419 1.669 -0.092 -0.251 -0.083 0.23
C -2.195 0.870 -2.684 0.011 0.006 0.003 -0.19
H 3.771 1.996 0.778 0.007 -0.117 -0.074 0.21
C -3.106 0.132 -3.424 -0.166 -0.110 -0.166 -0.29
C 1.465 -0.529 2.771 0.554 0.456 -0.485 -0.26
C -2.104 -2.292 1.050 0.012 0.321 -0.239 -0.30
C -1.811 0.462 -1.425 0.010 -0.097 0.124 -0.23
H 2.065 1.762 4.073 0.040 0.048 -0.020 0.27
C -1.482 -2.626 2.340 0.036 -0.279 0.067 0.77
C -3.243 -1.454 -1.620 0.014 0.100 -0.076 -0.26
C 0.872 -0.693 4.083 -0.386 -0.085 0.084 0.57
O 2.610 3.084 -1.529 0.017 -0.123 -0.124 -0.53
C 2.151 0.596 2.327 -0.317 -0.183 0.581 0.23
C 2.260 -1.362 -0.758 0.094 0.115 0.070 -0.65
H 1.819 -0.712 -1.514 -0.020 -0.005 -0.133 0.22
H -1.270 -0.393 0.965 0.049 0.017 0.081 0.23
C 2.488 1.833 3.075 -0.003 0.057 -0.023 -0.67
H -1.106 1.048 -0.854 0.071 0.055 0.086 0.21
H -2.653 -3.099 0.590 -0.024 -0.079 -0.056 0.22
H -0.857 -1.506 5.072 0.130 -0.009 -0.159 0.21
C -3.639 -1.037 -2.889 0.101 -0.004 0.155 0.31
H 3.550 4.816 -1.896 0.051 0.054 0.079 0.20
O -1.270 -3.754 2.719 -0.067 0.153 -0.066 -0.59
C -1.880 -1.120 0.444 0.068 -0.397 0.584 -0.14
C 3.329 4.189 -1.035 0.038 0.040 0.017 -0.25
H 1.504 2.839 0.199 0.004 -0.072 -0.029 0.16
N 2.478 0.402 1.023 -0.057 -0.111 0.201 -0.33
H 3.569 1.942 3.172 0.067 0.069 0.041 0.22
H 3.709 0.860 -0.585 0.001 0.055 0.106 0.22
O -1.128 -1.529 3.029 -0.123 0.235 0.018 -0.51
H 3.325 -1.462 -0.972 0.048 -0.043 -0.106 0.22
H 2.732 4.759 -0.315 0.012 0.005 -0.003 0.17
C 2.034 -0.837 0.615 -0.207 -0.505 -0.090 0.14
C -2.329 -0.717 -0.875 -0.242 0.158 -0.681 0.02
```
Forces are in eV/Å.

Properties
* HOMO-LUMO gap: 0.3012 hartree
* E_tot: -33909.4282 eV
* SMILES string: COCCn1c(C)cc(C(=O)COC(=O)/C=C/c2cccc(OC)c2)c1C
* ΔE to the lowest compared entry with this formula, charge and spin: 42.2 kcal/mol
* molar mass: 371.4 g/mol
* E_HOMO: -8.188 eV

***

4.
Entry from OMol25: C21H25NO5 in the gas phase in a non-equilibrium geometry (wB97M-V/def2-TZVPD).

```
52
Properties=species:S:1:pos:R:3:forces:R:3:nbo_charge:R:1
C 3.312 -2.057 -0.285 3.465 -1.180 -2.296 -0.43
H 1.182 -0.155 -1.908 -3.176 5.896 -0.153 0.20
H 3.213 1.625 3.089 -0.457 -0.687 -3.005 0.20
C 0.317 -1.257 1.148 -2.264 4.137 14.525 0.69
O 0.605 -1.095 2.555 -0.636 -1.155 -7.046 -0.72
C 0.711 -1.884 -0.936 -0.461 -0.439 -12.272 -0.24
H 2.331 -3.753 0.560 -1.723 3.069 -0.360 0.22
C -0.954 0.653 0.650 1.373 7.081 -2.765 -0.28
H 2.675 -2.393 1.658 -2.097 0.379 -2.136 0.27
H 0.985 -2.849 -1.603 -0.953 1.161 2.666 0.22
H -5.497 -2.961 0.373 1.104 0.433 1.056 0.22
H -0.218 3.163 -0.688 -0.641 0.557 0.852 0.16
O 4.166 -0.576 -1.800 -2.469 5.234 -0.693 -0.71
C -0.940 -0.666 0.809 -0.133 -0.938 -0.975 -0.12
H 2.675 3.764 2.277 0.253 -2.037 -3.002 0.25
H -4.017 -2.875 1.572 0.027 -0.039 1.431 0.20
H -0.272 -1.507 -1.530 1.704 -1.087 2.985 0.28
H 2.358 3.847 -0.606 0.288 -3.004 1.830 0.19
N 1.030 -1.854 0.362 1.697 -3.289 -2.943 -0.47
H 2.506 2.014 -1.739 -0.183 -1.560 -0.272 0.23
C 2.948 -0.743 -0.916 4.104 -0.651 -1.893 0.21
C -1.049 3.503 0.035 2.868 -4.256 -4.684 -0.25
H -3.832 -3.264 -0.175 -0.557 0.424 1.280 0.20
H 1.986 -1.118 -2.836 0.581 -1.384 -0.489 0.23
C -2.038 -1.474 0.503 -0.080 9.337 -2.544 -0.38
C 3.031 1.611 1.882 0.257 10.017 10.699 -0.15
C -2.052 1.434 -0.042 -0.905 -4.949 2.388 0.27
H -5.365 0.241 -1.828 -0.057 1.010 2.277 0.14
H -0.495 3.632 0.872 0.332 -0.870 3.970 0.20
C 2.214 -2.493 0.550 5.156 -6.053 6.591 -0.25
C -3.193 -0.706 0.245 5.072 3.161 -1.170 0.32
H -1.258 4.382 -0.298 -1.530 5.707 -1.894 0.18
C -3.290 0.717 -0.138 8.446 -3.787 1.956 0.28
O -2.136 2.719 -0.359 0.027 -0.018 1.796 -0.46
H -6.029 1.513 -1.458 -8.275 10.551 -8.230 0.15
C 1.781 -0.897 -1.814 0.427 -4.530 2.778 -0.42
H 3.888 0.470 -2.070 2.088 -4.188 0.413 0.46
H -2.182 -2.280 0.948 -0.707 -7.463 3.262 0.19
C -5.531 1.067 -0.915 8.982 -14.386 7.331 -0.17
C 2.783 2.886 1.437 -1.168 0.246 -0.120 -0.22
H 0.030 1.370 0.711 -2.184 -2.397 0.292 0.22
H 4.297 -2.002 0.247 -1.069 0.570 0.131 0.24
C 2.600 1.677 -0.704 0.573 -0.952 -1.077 -0.25
C 3.175 0.594 1.196 1.812 -10.321 2.411 -0.27
H -6.027 0.466 -0.108 -0.105 0.932 -0.945 0.19
C -4.430 -2.705 0.623 -0.367 1.166 -5.002 -0.27
C 2.960 0.473 -0.049 -2.268 0.179 -7.384 -0.03
H 3.311 -0.304 1.839 0.184 0.244 -0.907 0.24
O -4.255 1.412 -0.447 -6.300 5.225 -2.035 -0.49
O -4.285 -1.254 0.161 -7.930 -5.653 1.092 -0.49
H 3.745 -2.878 -1.075 -1.889 2.105 1.042 0.23
C 2.530 2.771 0.025 -0.236 8.453 1.235 -0.21
```
Forces are in eV/Å.

Properties
* HOMO-LUMO gap: 0.2863 hartree
* E_tot: -33892.9447 eV
* SMILES string: COc1cc(C(=O)N2CCC(O)(c3ccccc3)CC2)cc(OC)c1OC
* ΔE to the lowest compared entry with this formula, charge and spin: 422.3 kcal/mol
* molar mass: 371.4 g/mol
* E_HOMO: -7.234 eV

***

Among the records above, which one has the lowest HOMO-LUMO gap?
C21H25NO3

***

The lowest E_tot belongs to which entry?
C21H25N7S2

***

Number 4 is which compound?
C21H25NO5

***

The highest molar mass belongs to which entry?
C21H25N7S2